Record 1
DFT (wB97M-V/def2-TZVPD) results for a 2-piece molecular cluster, C5H12NO2 overall at a distorted geometry.

XYZ file:
```
20
Properties=species:S:1:pos:R:3
O 1.837 0.745 0.154
C 0.736 0.257 0.461
O 0.150 0.520 1.748
C -0.116 -0.630 -0.320
C -1.469 -1.099 0.169
C -2.613 -0.151 0.458
C -2.987 0.820 -0.684
N 5.337 0.231 -0.620
H 0.905 0.428 2.343
H 0.474 -1.227 -1.029
H -1.454 -1.836 1.001
H -1.821 -1.753 -0.646
H -3.560 -0.538 0.799
H -2.199 0.486 1.270
H -2.927 0.046 -1.451
H -2.226 1.586 -0.891
H -4.020 1.184 -0.720
H 4.323 0.268 -0.364
H 6.112 0.506 -0.068
H 5.519 0.156 -1.610
```

The calculation puts the energy relative to the best compared isomer or geometry (same formula, charge and spin) at 0.9058 eV. For the HOMO energy (spin up / spin down), the calculation gives -8.94 / -8.94 eV. As for the spin multiplicity: 2. The electronic energy is -10962.4659 eV. The value obtained for the lowest unoccupied orbital energy (spin up / spin down) is 0.73 / -1.51 eV. For the HOMO-LUMO gap (spin up / spin down), the calculation gives 9.671 / 7.439 eV. The expectation value of S² is 0.759.

***

Record 2
DFT (wB97M-V/def2-TZVPD) results for C15H33AlNO7 as an isolated structure.

XYZ file:
```
57
Properties=species:S:1:pos:R:3
C -4.470 -0.133 -1.589
C -4.796 -1.203 -0.562
C -5.726 -2.302 -1.073
N -4.356 -1.181 0.609
Al -2.603 -1.776 0.960
C -1.900 -1.005 2.710
O -1.034 0.166 2.535
C 0.295 -0.196 2.338
O 0.996 0.841 1.700
C 0.778 0.913 0.302
C 1.546 -0.145 -0.472
O 1.589 0.204 -1.847
H -5.272 0.061 -2.305
H -3.596 -0.456 -2.164
H -4.201 0.792 -1.087
H -5.568 -3.194 -0.472
H -5.546 -2.513 -2.130
H -6.769 -1.987 -0.974
H -2.598 -3.410 0.975
H -1.596 -1.291 -0.232
H -2.702 -0.672 3.374
H -1.342 -1.758 3.290
H 0.347 -1.135 1.770
H 0.800 -0.340 3.304
H -0.285 0.856 0.057
H 1.148 1.891 -0.017
H 2.547 -0.254 -0.039
H 1.039 -1.101 -0.343
H 1.172 -0.511 -2.338
O -2.715 3.020 -3.561
C -2.208 3.525 -2.597
O -2.478 3.030 -1.379
C -1.821 3.470 -0.184
C -2.489 4.692 0.410
C -1.329 4.752 -2.719
H -0.759 3.628 -0.365
H -1.907 2.625 0.496
H -2.425 5.555 -0.255
H -2.013 4.952 1.356
H -3.543 4.486 0.599
H -1.969 5.634 -2.691
H -0.836 4.714 -3.686
H -0.576 4.844 -1.941
O 3.308 -4.194 0.610
C 4.256 -3.494 0.814
O 4.713 -2.711 -0.189
C 5.724 -1.720 -0.013
C 7.119 -2.300 -0.131
C 4.995 -3.512 2.134
H 5.584 -1.184 0.927
H 5.546 -1.004 -0.813
H 7.323 -3.024 0.658
H 7.864 -1.506 -0.066
H 7.234 -2.806 -1.090
H 5.739 -4.308 2.100
H 4.274 -3.746 2.912
H 5.492 -2.578 2.385
```

The net charge is -1. For the HOMO energy, the calculation gives -3.41 eV. As for the spin multiplicity: 1. The electronic energy is -38509.3894 eV. The value obtained for the lowest unoccupied orbital energy is 2.33 eV. For the HOMO-LUMO gap, the calculation gives 5.736 eV.

***

Record 3
DFT (wB97M-V/def2-TZVPD) results for C34H51N7O2PS2Sb2TeY as an isolated structure.

XYZ file:
```
101
Properties=species:S:1:pos:R:3
Y 0.612 0.162 0.204
N 4.459 0.216 -2.120
C 4.137 -1.060 -2.570
C 4.784 -1.924 -3.446
C 4.180 -3.147 -3.654
C 2.982 -3.496 -3.008
C 2.347 -2.628 -2.144
C 2.938 -1.384 -1.934
N 2.546 -0.309 -1.130
C 3.498 0.604 -1.271
C 3.452 1.841 -0.505
C 4.316 2.890 -0.496
S 3.815 4.047 0.649
C 2.484 3.079 1.040
N 2.394 1.950 0.377
H 5.289 0.736 -2.364
H 5.710 -1.660 -3.938
H 4.639 -3.856 -4.329
H 2.548 -4.466 -3.211
H 1.417 -2.892 -1.655
H 5.211 3.041 -1.080
H 1.767 3.388 1.787
C 2.245 1.353 4.406
Sb 0.443 1.124 3.299
C -0.668 -0.011 4.711
C -0.438 3.044 3.732
C -1.858 3.236 3.282
C -2.879 2.869 4.163
C -4.211 3.148 3.895
C -4.544 3.805 2.717
C -3.546 4.142 1.818
C -2.200 3.867 2.076
C -1.183 4.342 1.081
Sb -0.806 2.994 -0.563
C 0.256 4.359 -1.802
C -2.721 3.076 -1.479
H 2.026 1.877 5.334
H 2.987 1.915 3.842
H 2.651 0.370 4.639
H -0.615 0.489 5.677
H -0.222 -0.999 4.803
H -1.710 -0.070 4.398
H 0.229 3.820 3.356
H -0.382 3.096 4.820
H -2.615 2.424 5.116
H -4.971 2.912 4.629
H -5.569 4.093 2.520
H -3.806 4.690 0.920
H -0.222 4.585 1.531
H -1.535 5.249 0.587
H -0.382 5.219 -2.003
H 0.534 3.895 -2.746
H 1.156 4.699 -1.291
H -2.979 4.118 -1.660
H -3.465 2.630 -0.820
H -2.711 2.540 -2.426
C -0.876 -2.434 -3.391
Te -0.863 -0.435 -2.618
C 0.574 0.022 -4.136
C 0.828 -1.283 -4.853
C 1.765 -1.319 -5.885
C 1.990 -2.494 -6.581
C 1.276 -3.642 -6.257
C 0.348 -3.612 -5.231
C 0.126 -2.435 -4.520
H -1.889 -2.637 -3.733
H -0.619 -3.144 -2.607
H 1.469 0.420 -3.662
H 0.142 0.778 -4.789
H 2.303 -0.419 -6.158
H 2.708 -2.511 -7.390
H 1.435 -4.556 -6.814
H -0.216 -4.505 -4.989
N 2.590 -4.929 2.797
C 2.048 -4.343 1.517
P 0.793 -3.059 1.960
O 0.922 -2.881 3.435
O 0.996 -1.894 1.008
C -0.910 -3.727 1.698
N -1.768 -3.123 2.771
H 3.605 -5.052 2.768
H 2.186 -5.843 3.014
H 2.342 -4.285 3.571
H 1.682 -5.142 0.876
H 2.861 -3.836 0.999
H -0.948 -4.811 1.790
H -1.310 -3.431 0.731
H -2.590 -3.692 2.982
H -2.069 -2.174 2.463
H -1.204 -3.013 3.628
C -5.895 1.040 1.205
N -4.508 0.700 1.524
C -3.678 0.131 0.681
N -4.086 -0.183 -0.542
S -2.064 -0.232 1.249
H -6.352 1.468 2.092
H -6.453 0.145 0.929
H -5.942 1.778 0.402
H -4.114 1.059 2.386
H -5.009 0.066 -0.870
H -3.438 -0.556 -1.215
```

The net charge is +4. The calculation puts the energy relative to the best compared isomer or geometry (same formula, charge and spin) at 0.0000 eV. For the HOMO energy, the calculation gives -17.05 eV. As for the spin multiplicity: 1. The electronic energy is -102954.8738 eV. The value obtained for the lowest unoccupied orbital energy is -9.65 eV. For the HOMO-LUMO gap, the calculation gives 7.406 eV.

***

Record 4
DFT (wB97M-V/def2-TZVPD) results for one molecule with the formula C5H11NO2 at a distorted geometry.

XYZ file:
```
19
Properties=species:S:1:pos:R:3
C 1.469 0.814 0.064
C -0.201 0.573 -0.546
C -1.055 1.757 -0.165
C -0.679 -0.736 -0.008
N -1.322 -1.586 -1.003
C 0.696 -1.308 0.519
O 1.352 -2.110 -0.153
O 0.574 -1.473 1.881
H 1.539 1.900 -0.052
H 2.144 0.438 -0.709
H 1.875 0.704 1.072
H 0.021 0.556 -1.615
H -1.981 1.715 -0.753
H -0.565 2.707 -0.391
H -1.308 1.717 0.897
H -1.355 -0.625 0.844
H -1.412 -2.520 -0.603
H -0.682 -1.716 -1.787
H 0.889 -0.804 2.508
```

The calculation puts the energy relative to the best compared isomer or geometry (same formula, charge and spin) at 2.7197 eV. The SMILES is CC(C)[C@@H](N)C(=O)O. For the HOMO energy, the calculation gives -9.34 eV. As for the spin multiplicity: 1. The electronic energy is -10946.5472 eV. The value obtained for the lowest unoccupied orbital energy is 0.65 eV. For the HOMO-LUMO gap, the calculation gives 9.986 eV.